i | # C4H12N2O

A structure of composition C4H12N2O (ωB97M-V with the def2-TZVPD basis set, the Open Molecules 2025 dataset).

Properties
- 2S+1 = 2
- HOMO level (alpha / beta) (eV) = -13.832 / -13.683
- Kohn-Sham gap (alpha / beta) (eV) = 10.263 / 6.963
- LUMO energy (alpha / beta) (eV) = -3.6 / -6.7
- net charge = +1
- ⟨S²⟩ = 0.759

Element x y z (Å)
C -1.22 -0.19 -0.37
C -1.18 0.88 -1.21
N -0.59 2.22 -1.07
N -1.13 -1.55 -0.97
H -0.37 -0.68 0.48
H -1.53 0.74 -2.26
H -1.16 2.94 -1.51
H -0.27 2.42 -0.12
H -1.98 -2.11 -0.74
H -0.37 -2.09 -0.52
H -1.09 -1.49 -1.99
C 1.29 -0.32 1.76
O 0.40 -1.25 1.18
C 2.10 0.39 0.71
H 1.97 -0.86 2.43
H 0.74 0.44 2.37
H 3.06 0.68 1.10
H 1.62 1.22 0.21
H 2.26 -0.42 -0.04

Results of the Löwdin charge analysis, in e, for atoms 1 through 2: -0.06 -0.11

=====

ii | # C4H12N2O

The ion C4H12N2O with charge +1 (ωB97M-V with the def2-TZVPD basis set, the Open Molecules 2025 dataset).

Properties
- 2S+1 = 2
- HOMO level (alpha / beta) (eV) = -13.940 / -13.913
- Kohn-Sham gap (alpha / beta) (eV) = 10.893 / 5.936
- LUMO energy (alpha / beta) (eV) = -3.0 / -8.0
- net charge = +1
- ⟨S²⟩ = 0.754

Element x y z (Å)
N -0.52 0.38 -1.73
C -0.88 -0.15 -0.37
C -1.75 -1.43 -0.22
O -2.72 -1.19 0.90
C 0.60 -0.20 0.29
N 1.11 1.10 0.15
C 2.29 1.24 0.97
H -0.39 -0.45 -2.32
H -1.33 0.85 -2.12
H -1.36 0.59 0.13
H -1.16 -2.27 0.17
H -2.45 -1.54 -1.11
H -2.33 -0.97 1.72
H 0.48 -0.54 1.28
H 1.36 -0.91 -0.14
H 1.23 1.42 -0.88
H 2.61 2.30 0.90
H 1.99 1.03 1.94
H 3.19 0.73 0.47

Results of the Löwdin charge analysis, in e, for atoms 1 through 2: 0.04 -0.29

=====

ii (0.0431 hartree below the next structure)

=====

i | # C2H3N3O3

An isolated molecule of C2H3N3O3 (ωB97M-V with the def2-TZVPD basis set, the Open Molecules 2025 dataset).

Properties
- HOMO level (eV) = -10.259
- Kohn-Sham gap (eV) = 10.803
- LUMO energy (eV) = 0.5
- SMILES = O=c1[nH][nH]c(=O)n1O

Element x y z (Å)
O -1.72 -0.96 -1.28
C -0.97 -0.47 -0.47
N -1.28 -0.26 0.87
N -0.11 0.00 1.59
C 0.83 0.48 0.72
O 1.83 1.08 0.86
N 0.37 -0.12 -0.51
O 0.92 0.32 -1.71
H -1.61 -1.13 1.23
H -0.20 0.61 2.44
H 1.62 -0.33 -1.81

Results of the Löwdin charge analysis, in e, for atoms 1 through 2: 0.12 -0.48

=====

ii | # C2H3N3O3

A structure of composition C2H3N3O3 (ωB97M-V with the def2-TZVPD basis set, the Open Molecules 2025 dataset).

Properties
- HOMO level (eV) = -8.764
- Kohn-Sham gap (eV) = 8.493
- LUMO energy (eV) = -0.3

Element x y z (Å)
C -1.29 -0.23 0.08
C 0.65 0.83 -0.12
H -3.14 -0.94 0.59
H 2.23 -2.06 -0.58
H 1.19 2.67 0.18
N -0.47 -1.13 -0.08
N 0.76 -0.60 -0.20
N 1.52 1.75 0.01
O -2.66 0.01 -0.09
O 1.87 -1.34 0.19
O -0.66 1.04 0.01

Results of the Löwdin charge analysis, in e, for atoms 1 through 2: -0.43 -0.43

=====

i (0.1285 hartree below the next structure)